# 1
{
  "formula": "C2H3FN2O",
  "method": "the ωB97M-V functional and the def2-TZVPD basis",
  "homo_energy_ev": [-8.12, -8.12],
  "lumo_energy_ev": [0.2658, 0.2650],
  "species": ["C", "C", "N", "N", "O", "F", "H", "H", "H"],
  "coordinates": [[-1.25, 0.74, 2.04], [0.41, 0.54, 0.08], [-1.37, -0.40, 3.34], [-1.27, -1.43, 2.81], [-0.15, 0.85, 1.45], [-2.31, 0.56, 1.24], [1.46, 0.11, 0.16], [0.52, 1.61, -0.31], [-0.26, -0.03, -0.58]]
}



# 2
{
  "formula": "C2H3FN4",
  "method": "the ωB97M-V functional and the def2-TZVPD basis",
  "homo_energy_ev": [-10.54, -10.54],
  "lumo_energy_ev": [-1.9539, -1.9547],
  "species": ["C", "C", "N", "N", "N", "N", "F", "H", "H", "H"],
  "coordinates": [[2.04, -0.06, 0.27], [-0.58, 0.34, -0.26], [2.76, -0.24, 1.14], [-1.38, 1.15, -0.80], [-0.80, -0.24, 0.91], [0.53, 0.04, -1.09], [0.44, -1.30, -1.27], [-0.98, 1.44, -1.79], [-1.67, -0.14, 1.45], [-0.34, -0.99, 1.44]]
}



Values of largest force on an atom, in order: 6.06 4.62, all in eV/A.